[1]
This record from the OMol25 dataset describes a molecular structure, C24H57GaN9O7 at a distorted geometry. The level of theory is ωB97M-V/def2-TZVPD.

XYZ file:
```
98
Properties=species:S:1:pos:R:3:forces:R:3:mulliken_charge:R:1
C 5.625 1.162 1.449 -0.02 -0.07 0.16 -1.015
C 6.357 -0.151 1.164 -0.15 -0.01 -0.10 -0.645
C 5.497 -1.438 1.261 0.02 0.24 0.24 -0.963
C 4.157 -1.292 1.982 -0.10 -0.06 -0.19 0.576
C 3.428 -2.634 2.174 0.07 -0.07 -0.28 -1.320
C 1.923 -2.499 1.907 0.35 0.30 0.56 -0.557
C 1.221 -1.597 2.941 0.03 0.07 -0.10 -0.451
Ga -0.112 -0.279 2.106 -0.09 -0.17 -0.06 -1.286
C -0.643 -0.901 0.250 -0.02 -0.07 0.17 -0.435
C -1.840 -0.207 3.227 -0.11 0.25 -0.07 -0.795
C -2.696 -1.463 2.987 0.46 -0.23 -0.13 -0.845
C -3.790 -1.274 1.932 -0.03 -0.08 0.15 -0.238
C -5.151 -1.005 2.533 -0.33 -0.36 0.35 -0.725
O -6.040 -0.376 1.574 0.37 0.03 -0.23 -0.427
C -6.328 -1.193 0.531 -0.21 0.00 -0.02 0.832
C -5.817 -0.718 -0.798 -0.27 0.21 -0.18 -1.036
O -6.948 -2.219 0.667 0.26 -0.07 0.08 -0.630
C 0.877 1.521 2.124 -0.09 -0.12 -0.03 -0.222
C 0.323 2.640 1.251 0.47 -0.09 0.14 -1.445
N 0.299 2.272 -0.180 -0.38 0.90 0.24 1.227
C 1.575 2.590 -0.830 0.33 -0.78 -0.20 0.284
C 1.704 2.046 -2.245 -0.36 0.00 0.02 -1.433
C -0.834 2.695 -0.883 0.01 -0.33 0.00 0.447
C -1.571 3.947 -0.432 -0.29 -0.26 -0.01 -1.505
O -1.249 2.092 -1.855 0.21 0.20 -0.17 -0.552
H 6.294 2.014 1.314 -0.02 0.00 -0.12 0.500
H 4.762 1.290 0.794 0.05 0.09 -0.03 0.192
H 5.258 1.194 2.479 -0.02 -0.03 -0.02 0.310
H 6.753 -0.083 0.147 0.16 -0.03 0.07 0.278
H 7.218 -0.237 1.832 -0.01 0.06 0.01 0.322
H 6.075 -2.207 1.783 0.04 -0.09 -0.19 0.266
H 5.293 -1.795 0.249 0.01 -0.17 0.06 0.347
H 4.289 -0.775 2.935 -0.02 -0.04 0.02 0.359
H 3.506 -0.662 1.367 0.02 0.13 0.13 -0.224
H 3.609 -3.031 3.179 -0.01 0.00 0.00 0.314
H 3.852 -3.358 1.466 0.02 -0.01 0.04 0.475
H 1.473 -3.494 1.891 -0.13 0.06 -0.21 0.462
H 1.837 -2.047 0.913 -0.16 -0.29 -0.12 0.219
H 0.785 -2.195 3.750 0.01 -0.05 -0.03 0.426
H 1.993 -0.975 3.415 -0.10 0.05 0.11 0.331
H -0.279 -1.908 0.043 -0.04 0.03 -0.01 0.585
H -0.262 -0.263 -0.550 0.04 0.03 0.08 -0.498
H -1.730 -0.948 0.126 0.00 0.04 -0.05 0.241
H -1.633 -0.073 4.294 0.03 0.01 -0.01 0.426
H -2.402 0.681 2.899 -0.09 0.02 0.18 0.372
H -2.059 -2.269 2.604 0.04 -0.03 0.17 0.363
H -3.122 -1.857 3.922 -0.17 0.05 -0.06 0.400
H -3.848 -2.183 1.322 -0.06 0.14 -0.19 0.353
H -3.524 -0.440 1.280 0.06 -0.05 -0.03 0.272
H -5.109 -0.356 3.407 0.03 0.22 -0.19 0.383
H -5.632 -1.939 2.843 0.06 0.03 0.13 0.334
H -5.488 0.317 -0.774 0.03 -0.02 0.10 0.331
H -4.972 -1.346 -1.087 0.01 0.00 0.07 0.224
H -6.600 -0.839 -1.546 0.06 -0.07 -0.02 0.374
H 0.880 1.872 3.165 0.06 0.05 -0.01 0.523
H 1.927 1.328 1.865 0.01 0.05 0.01 -0.088
H -0.688 2.876 1.586 -0.04 -0.06 -0.08 0.611
H 0.936 3.554 1.372 -0.18 0.14 -0.08 0.199
H 1.792 3.667 -0.804 -0.15 0.03 0.04 0.141
H 2.347 2.114 -0.223 -0.02 0.10 0.08 -0.250
H 1.048 2.575 -2.939 0.10 0.04 -0.05 0.285
H 1.390 1.002 -2.272 0.15 -0.03 0.01 0.268
H 2.737 2.132 -2.585 0.00 0.04 0.00 0.468
H -1.874 4.475 -1.335 0.07 0.06 0.02 0.427
H -2.492 3.643 0.072 0.05 0.08 0.10 0.289
H -0.990 4.584 0.230 0.01 0.05 -0.04 0.364
C -0.343 -2.148 -3.369 -0.07 0.46 0.07 0.567
O -0.298 -2.671 -2.272 0.08 -0.50 -0.29 -0.589
N -0.626 -0.828 -3.548 -0.03 -0.13 0.03 -0.145
N -0.107 -2.851 -4.536 0.00 -0.08 -0.01 -0.374
H -0.659 -0.392 -4.455 0.02 0.07 0.10 0.376
H -0.804 -0.282 -2.720 0.00 0.06 -0.02 0.030
H 0.107 -3.825 -4.448 0.00 0.00 0.02 0.220
H -0.139 -2.422 -5.441 0.00 0.05 0.02 0.115
C -0.645 1.163 -7.261 -0.01 0.09 0.07 0.577
O -0.625 0.622 -6.171 0.02 -0.14 -0.16 -0.646
N -0.908 2.497 -7.398 -0.01 0.01 -0.02 -0.399
N -0.407 0.484 -8.425 -0.01 -0.01 -0.01 -0.381
H -0.929 2.970 -8.280 0.01 -0.01 -0.01 0.153
H -1.083 3.014 -6.556 0.01 -0.02 0.02 0.226
H -0.209 -0.495 -8.352 0.01 0.00 0.01 0.202
H -0.419 0.916 -9.328 0.00 0.01 0.00 0.157
C 3.986 4.884 1.004 -0.14 -0.18 0.19 0.746
O 4.143 4.179 0.027 0.15 0.14 -0.17 -0.595
N 3.472 6.154 0.921 0.10 0.04 -0.03 -0.438
N 4.294 4.456 2.266 0.15 0.08 -0.04 -0.355
H 3.319 6.742 1.717 -0.03 -0.03 0.02 0.141
H 3.223 6.486 0.009 -0.02 -0.02 -0.01 0.226
H 4.639 3.517 2.355 -0.08 -0.04 0.00 0.172
H 4.151 5.008 3.089 -0.08 -0.02 0.00 0.151
C -4.320 -5.791 1.291 -0.07 0.16 -0.13 0.580
O -3.763 -6.771 0.828 -0.03 -0.07 0.04 -0.670
N -5.149 -4.994 0.548 0.02 -0.08 0.14 -0.274
N -4.169 -5.409 2.597 -0.12 -0.05 0.07 -0.337
H -5.613 -4.176 0.902 -0.03 0.03 -0.04 0.207
H -5.269 -5.239 -0.416 0.04 0.02 -0.02 0.171
H -3.553 -5.954 3.169 0.06 0.02 -0.04 0.192
H -4.614 -4.601 2.989 0.06 0.06 -0.04 0.178
```
Positions in Å, forces in eV/Å.

Output
Total charge: -1

[2]
This record from the OMol25 dataset describes 6 unconnected molecules or ions with the total composition C24H57N3O12 at a distorted geometry. The level of theory is ωB97M-V/def2-TZVPD.

XYZ file:
```
96
Properties=species:S:1:pos:R:3:forces:R:3:mulliken_charge:R:1
N 1.638 -7.277 3.284 1.03 -0.30 0.35 -0.366
C 0.500 -6.627 2.935 -6.04 2.94 -2.47 0.246
N 0.097 -5.226 3.178 1.86 -4.61 2.49 -0.134
C -1.424 -5.187 3.328 0.02 -0.65 -0.35 -0.060
C -1.774 -6.748 3.273 0.62 1.48 0.72 0.360
C -3.281 -7.226 3.044 -6.32 -0.64 -1.75 0.111
O -3.698 -8.281 3.660 2.96 2.74 -1.08 -0.660
O -4.193 -6.544 2.244 5.64 -1.65 3.07 -0.673
N -0.713 -7.150 2.250 3.09 -0.58 2.42 -0.344
H 1.682 -7.743 4.211 -0.26 0.61 -1.12 0.253
H 2.477 -7.383 2.695 -1.04 0.29 0.36 0.227
H 0.497 -4.975 4.114 0.15 0.33 -1.22 0.162
H -1.582 -4.811 4.394 -0.24 -0.04 -1.81 0.206
H -1.806 -4.572 2.445 0.06 -0.89 1.52 0.078
H -1.278 -7.159 4.239 -1.89 0.38 -0.98 0.241
H -0.738 -8.177 2.123 0.43 0.73 -0.05 0.344
C -0.717 -2.894 -3.252 -0.11 -0.10 -0.13 -0.702
O -0.980 -4.279 -3.075 0.22 0.24 0.28 -0.394
C -0.182 -4.853 -2.042 -0.52 -0.24 -0.12 -0.735
C -0.987 -5.042 -0.760 0.40 0.35 0.07 0.066
O -1.336 -3.787 -0.177 -0.10 -0.18 -0.22 -0.396
C -2.694 -3.436 -0.426 -0.10 0.06 0.19 -0.796
H -1.489 -2.481 -3.905 0.05 -0.13 0.01 0.230
H -0.739 -2.353 -2.303 0.04 -0.03 0.02 0.259
H 0.257 -2.760 -3.733 0.03 0.12 0.04 0.403
H 0.713 -4.249 -1.857 -0.09 0.04 0.05 0.334
H 0.143 -5.835 -2.401 0.02 -0.02 0.04 0.441
H -0.364 -5.568 -0.030 -0.02 -0.07 -0.03 -0.050
H -1.879 -5.651 -0.942 0.05 0.07 -0.03 0.366
H -3.357 -4.062 0.179 -0.08 -0.02 -0.08 0.345
H -2.951 -3.539 -1.483 0.03 -0.04 0.00 0.374
H -2.833 -2.393 -0.135 0.12 -0.07 0.03 0.247
C 1.623 -3.765 6.696 -0.04 0.03 -0.15 -0.940
O 0.293 -4.259 6.605 0.27 0.01 0.03 -0.181
C -0.173 -4.791 7.847 -0.54 0.06 -0.21 -0.521
C -1.111 -3.816 8.550 0.44 -0.05 0.37 -0.608
O -0.413 -2.652 8.990 -0.11 -0.07 -0.45 -0.382
C -0.640 -1.534 8.140 0.07 0.04 0.21 -0.654
H 1.841 -3.200 5.787 -0.08 -0.06 0.03 0.252
H 1.750 -3.102 7.555 -0.02 -0.06 0.00 0.447
H 2.326 -4.601 6.767 0.10 0.05 0.09 0.311
H 0.667 -5.064 8.494 -0.04 0.13 -0.03 0.402
H -0.728 -5.706 7.613 -0.01 0.01 0.05 0.367
H -1.513 -4.302 9.445 -0.01 -0.04 -0.06 0.380
H -1.955 -3.548 7.905 0.10 -0.04 -0.04 0.318
H -1.655 -1.154 8.290 0.00 0.04 -0.12 0.331
H -0.493 -1.788 7.088 -0.05 -0.02 -0.01 0.238
H 0.071 -0.752 8.412 -0.06 -0.11 0.07 0.247
C -1.799 2.707 -5.408 0.10 -0.18 -0.06 -0.417
O -0.991 1.801 -4.672 -0.28 0.28 0.11 -0.410
C -0.827 2.203 -3.312 0.16 -0.60 -0.06 -0.260
C -1.720 1.387 -2.383 -0.15 0.59 0.03 0.117
O -3.099 1.683 -2.598 0.18 -0.31 -0.25 -0.433
C -3.755 0.675 -3.355 -0.09 0.16 0.12 -0.653
H -2.045 2.244 -6.366 0.11 -0.02 0.08 0.267
H -2.731 2.937 -4.885 0.03 0.03 0.03 0.345
H -1.244 3.631 -5.598 -0.09 0.09 0.00 -0.023
H -1.015 3.276 -3.195 -0.07 -0.07 0.02 0.302
H 0.219 2.016 -3.049 -0.03 0.07 0.06 0.272
H -1.494 1.663 -1.349 0.04 -0.04 -0.02 0.220
H -1.527 0.314 -2.495 0.00 0.06 -0.10 -0.089
H -3.898 -0.219 -2.740 0.00 -0.09 -0.08 0.259
H -3.195 0.417 -4.257 0.04 -0.02 0.02 0.308
H -4.734 1.056 -3.652 0.08 0.03 0.11 0.254
C 3.711 4.313 1.237 -0.07 0.15 0.11 -0.690
O 2.969 5.436 0.784 0.12 -0.32 -0.21 -0.400
C 2.977 5.553 -0.639 -0.51 0.21 0.28 -0.541
C 1.662 5.065 -1.241 0.51 -0.26 -0.30 0.013
O 1.509 3.656 -1.077 -0.13 0.20 0.34 -0.389
C 0.610 3.330 -0.025 0.10 -0.11 -0.16 -0.838
H 3.499 4.170 2.299 -0.01 0.12 -0.08 0.238
H 3.434 3.401 0.702 0.02 0.02 -0.04 0.272
H 4.782 4.501 1.116 0.05 -0.11 -0.01 0.342
H 3.830 5.017 -1.070 -0.11 -0.06 0.01 0.359
H 3.098 6.616 -0.869 -0.01 -0.01 -0.04 0.289
H 1.677 5.260 -2.319 -0.04 0.07 0.02 -0.009
H 0.810 5.606 -0.815 0.10 -0.03 0.06 0.369
H -0.417 3.548 -0.334 -0.06 0.04 0.12 0.316
H 0.845 3.875 0.892 -0.02 0.04 -0.02 0.412
H 0.696 2.260 0.176 0.03 0.06 -0.11 0.257
C 1.373 8.961 -6.948 0.15 0.00 -0.10 -0.664
O 2.634 8.743 -6.330 -0.35 -0.05 0.21 -0.369
C 2.557 8.804 -4.906 0.45 -0.27 -0.24 -0.726
C 2.571 7.408 -4.292 -0.53 0.27 0.13 -0.034
O 1.376 6.693 -4.605 0.36 -0.01 -0.23 -0.374
C 1.579 5.735 -5.637 -0.16 -0.01 0.11 -0.738
H 1.463 8.705 -8.005 0.10 0.04 0.10 0.245
H 0.592 8.339 -6.506 0.01 0.03 0.04 0.258
H 1.096 10.017 -6.865 -0.12 -0.01 0.00 0.328
H 1.673 9.365 -4.586 0.00 -0.13 -0.01 0.359
H 3.443 9.348 -4.564 -0.02 -0.01 0.05 0.391
H 2.605 7.506 -3.201 0.05 0.04 0.00 0.027
H 3.458 6.849 -4.607 -0.06 0.07 -0.08 0.375
H 2.153 4.888 -5.250 0.04 -0.05 -0.10 0.339
H 2.094 6.170 -6.497 0.04 0.01 0.03 0.384
H 0.601 5.376 -5.964 0.04 0.05 0.12 0.149
```
Positions in Å, forces in eV/Å.

Output
Total charge: 0

| no. | orbital gap (eV) |
| --- | --- |
| 1 | 6.1490 |
| 2 | 5.3404 |